# 1
This record from the Open Molecules 2025 dataset describes a cluster of 2 separate species, C3H5NO2S in total. The level of theory is ωB97M-V/def2-TZVPD.

```
12
Properties=species:S:1:pos:R:3:forces:R:3
C -1.38606 0.57603 -1.45764 0.1 1.1 1.2
C 1.39924 1.51783 2.70075 -0.5 -3.2 -2.4
C -0.43703 -0.31755 -1.57570 0.9 -0.9 -1.2
N 1.29532 2.31396 3.48414 0.0 2.5 2.2
O 1.95209 -0.81303 -0.76599 0.0 -1.1 0.5
O -0.38320 -2.04264 -0.01848 1.4 -0.2 -1.3
S 0.62775 -0.70541 -0.16430 -1.5 1.0 -1.2
H -2.23827 0.75337 -2.10081 0.4 0.0 -0.3
H -1.26707 1.21814 -0.56277 -0.8 -0.4 -0.4
H 1.25252 0.65522 2.05069 0.5 0.8 0.2
H -0.61968 -2.18805 0.87975 0.0 -0.2 1.5
H -0.19560 -0.96787 -2.46964 -0.5 0.6 1.2
```
Positions in Å, forces in eV/Å.

Calculated values
Relative energy (zero: lowest compared OMol25 entry of this formula, charge and spin), kJ/mol: 324.8
LUMO energy, eV: 0.11
HOMO, eV: -10.245
Max |F|, hartree/bohr: 0.079
Orbital gap, hartree: 0.380

Here are the natural (NBO) charges for atoms 1 to 2, given in e:
1. C -0.383
2. C 0.064


# 2
This record from the Open Molecules 2025 dataset describes the molecule C3H5NO2S. The level of theory is ωB97M-V/def2-TZVPD.

```
12
Properties=species:S:1:pos:R:3:forces:R:3
C -0.31297 1.68829 0.84611 -0.2 -0.1 -0.9
C -0.21606 -1.26653 0.77675 -0.5 -0.4 0.3
C 0.27603 -0.52851 -1.60946 -0.6 -0.9 0.5
H -0.46336 2.48570 1.59045 0.5 -0.6 0.1
H -0.86006 2.06628 -0.04752 0.3 -0.8 0.5
H 0.74186 1.50340 0.56797 -0.5 0.4 0.4
H 1.28031 -1.85497 -0.38037 0.2 0.0 -0.3
H 1.07744 -0.77372 -2.35312 -0.5 0.5 0.3
N 0.63385 -1.08122 -0.35197 -0.5 0.3 -0.2
O -0.37777 -2.37273 1.26855 0.4 1.5 -0.7
O -0.78212 0.00068 -1.86199 1.3 -0.1 0.3
S -0.99714 0.13336 1.55459 0.1 0.2 -0.3
```
Positions in Å, forces in eV/Å.

Calculated values
SMILES: CSC(=O)NC=O
Relative energy (zero: lowest compared OMol25 entry of this formula, charge and spin), kJ/mol: 17.1
LUMO energy, eV: 0.57
HOMO, eV: -9.621
Max |F|, hartree/bohr: 0.034
Orbital gap, hartree: 0.374

Here are the natural (NBO) charges for atoms 1 to 2, given in e:
1. C -0.753
2. C 0.522


# 3
This record from the Open Molecules 2025 dataset describes a structure of composition C3H5NO2S2. The level of theory is ωB97M-V/def2-TZVPD.

```
13
Properties=species:S:1:pos:R:3:forces:R:3
C 0.51717 1.43843 -0.37343 -0.9 3.0 -0.5
C 1.83610 -0.43255 0.15287 -1.6 -3.1 -0.4
C -1.00518 -0.67866 0.96028 -4.1 -1.0 -3.3
H 0.07068 2.64668 0.20746 1.4 -4.4 -1.4
H 1.18572 1.92070 -1.31857 -2.2 -1.9 2.3
H -0.36578 0.59637 -0.49394 2.3 3.2 -0.6
H -0.80956 -0.61389 1.96363 -0.3 0.9 2.4
H -1.56505 -1.26032 -1.28210 -2.6 0.8 1.9
N -2.27383 -0.62447 0.46140 3.8 0.7 4.1
O 1.47775 0.74030 0.49206 0.5 3.1 0.2
O -2.50042 -0.98823 -0.74597 2.5 -1.2 -3.8
S 3.21857 -1.23084 -0.10436 -0.6 1.0 0.2
S 0.21384 -1.51351 0.08068 1.8 -1.1 -1.0
```
Positions in Å, forces in eV/Å.

Calculated values
Relative energy (zero: lowest compared OMol25 entry of this formula, charge and spin), kJ/mol: 657.0
LUMO energy, eV: -0.47
HOMO, eV: -9.229
Max |F|, hartree/bohr: 0.109
Orbital gap, hartree: 0.322

Here are the natural (NBO) charges for atoms 1 to 2, given in e:
1. C -0.329
2. C 0.141


# 4
This record from the Open Molecules 2025 dataset describes the molecule C3H5NO2Si. The level of theory is ωB97M-V/def2-TZVPD.

```
12
Properties=species:S:1:pos:R:3:forces:R:3
C 2.52230 0.39583 -0.29035 2.9 -2.4 2.0
C 0.32426 0.49518 -0.15233 1.3 -3.1 2.1
C 2.16601 -0.51031 0.93630 1.3 2.6 2.4
N 1.32810 0.80939 -0.81323 -1.5 1.9 -1.5
O 3.67488 0.53412 -0.64501 -2.0 0.6 -0.3
O 0.80539 -0.54246 1.08255 -1.9 1.9 -2.4
Si -1.55931 0.82081 -0.21522 -0.1 -0.6 -3.1
H 2.63633 -1.46275 0.79253 0.1 -0.7 0.0
H 2.62196 0.02090 1.94154 -0.7 -1.3 -2.4
H -1.69166 1.53256 -1.66064 0.1 -0.7 1.9
H -1.62001 1.68868 0.91096 -0.6 0.5 0.8
H -2.48222 -0.44434 -0.32314 1.1 1.2 0.5
```
Positions in Å, forces in eV/Å.

Calculated values
SMILES: O=C1COC([SiH3])=N1
Relative energy (zero: lowest compared OMol25 entry of this formula, charge and spin), kJ/mol: 399.0
LUMO energy, eV: -0.52
HOMO, eV: -10.229
Max |F|, hartree/bohr: 0.083
Orbital gap, hartree: 0.357

Here are the natural (NBO) charges for atoms 1 to 2, given in e:
1. C 0.648
2. C 0.265


# 5
This record from the Open Molecules 2025 dataset describes the molecule C3H5NO2Si. The level of theory is ωB97M-V/def2-TZVPD.

```
12
Properties=species:S:1:pos:R:3:forces:R:3
C 1.82752 0.71073 -0.60898 1.5 -1.6 0.4
C 2.32192 -0.16265 0.36417 -2.8 3.6 -3.5
C 0.19863 -0.35365 0.27541 0.8 1.3 -0.7
N 0.46762 0.57661 -0.62222 -1.5 -1.2 0.8
O 1.30160 -0.79611 0.92235 -2.0 -1.0 0.6
O -0.99964 -0.83791 0.60910 2.1 -0.1 0.5
Si -2.32216 -0.03443 0.06578 -3.4 -2.4 -0.7
H 2.36422 1.18021 -1.47179 -0.5 -0.1 1.4
H 3.25152 -0.47427 0.48939 3.8 -1.3 1.1
H -2.65371 -0.63542 -1.37836 0.4 1.1 1.5
H -3.49224 -0.52200 1.05196 1.3 0.4 -1.2
H -2.26526 1.34888 0.30318 0.3 1.4 -0.2
```
Positions in Å, forces in eV/Å.

Calculated values
SMILES: [SiH3]Oc1ncco1
Relative energy (zero: lowest compared OMol25 entry of this formula, charge and spin), kJ/mol: 232.5
LUMO energy, eV: 0.86
HOMO, eV: -8.917
Max |F|, hartree/bohr: 0.112
Orbital gap, hartree: 0.359

Here are the natural (NBO) charges for atoms 1 to 2, given in e:
1. C -0.103
2. C 0.043


# 6
This record from the Open Molecules 2025 dataset describes the molecule C3H5NO3. The level of theory is ωB97M-V/def2-TZVPD.

```
12
Properties=species:S:1:pos:R:3:forces:R:3
C 1.47179 -1.45790 0.17292 -0.1 -0.1 -0.6
N 0.23911 -0.87067 0.27388 0.2 0.0 0.6
C 0.10246 0.56351 0.45075 0.1 -0.1 -0.3
C -0.85205 1.14503 -0.57244 0.0 0.0 0.1
O -2.08423 0.62171 -0.45908 -0.1 0.0 0.1
O -0.55192 1.96901 -1.38883 0.0 0.1 -0.1
O 1.66221 -2.63596 0.34208 0.1 0.0 0.2
H 2.26131 -0.76937 -0.18934 -0.1 0.0 0.2
H -0.43155 -1.46083 0.74880 -0.1 0.0 -0.2
H -0.22650 0.80641 1.46029 -0.1 0.1 0.0
H 1.06490 1.03949 0.27675 0.0 0.0 0.0
H -2.65553 1.04958 -1.11581 0.1 -0.1 0.0
```
Positions in Å, forces in eV/Å.

Calculated values
SMILES: O=CNCC(=O)O
Relative energy (zero: lowest compared OMol25 entry of this formula, charge and spin), kJ/mol: 59.8
LUMO energy, eV: 0.53
HOMO, eV: -10.110
Max |F|, hartree/bohr: 0.012
Orbital gap, hartree: 0.391

Here are the natural (NBO) charges for atoms 1 to 2, given in e:
1. C 0.534
2. N -0.614


# 7
This record from the Open Molecules 2025 dataset describes the molecule C3H5NO3. The level of theory is ωB97M-V/def2-TZVPD.

```
12
Properties=species:S:1:pos:R:3:forces:R:3
C 0.14906 -1.36767 -1.41317 0.5 -0.7 -0.5
N -0.45691 -0.88327 -0.29376 0.4 -0.4 -0.1
C -0.71112 0.54428 -0.08039 -0.1 -0.7 0.1
C 0.33279 1.17457 0.81779 0.4 1.0 -0.2
O 0.51871 0.43114 1.93636 1.4 1.1 0.1
O 0.91517 2.21445 0.56190 -0.6 -1.5 0.6
O 0.60306 -2.49731 -1.55049 -0.7 1.3 0.3
H 0.16936 -0.61600 -2.23010 0.1 -0.2 0.1
H -0.45091 -1.54699 0.48869 -0.1 0.7 -0.3
H -1.69393 0.58995 0.40263 0.1 0.5 -0.1
H -0.68819 1.11579 -1.02197 -0.2 -0.5 0.3
H 1.31290 0.84106 2.38250 -1.1 -0.6 -0.3
```
Positions in Å, forces in eV/Å.

Calculated values
SMILES: O=CNCC(=O)O
Relative energy (zero: lowest compared OMol25 entry of this formula, charge and spin), kJ/mol: 66.4
LUMO energy, eV: 0.48
HOMO, eV: -10.069
Max |F|, hartree/bohr: 0.035
Orbital gap, hartree: 0.388

Here are the natural (NBO) charges for atoms 1 to 2, given in e:
1. C 0.530
2. N -0.617


# 8
This record from the Open Molecules 2025 dataset describes a structure of composition C3H5NO3. The level of theory is ωB97M-V/def2-TZVPD.

```
12
Properties=species:S:1:pos:R:3:forces:R:3
O 1.18669 1.82866 1.05226 -0.2 -5.3 -2.6
C 0.75785 0.70458 0.80575 -3.2 2.5 2.8
N 0.67888 -0.65156 -0.59576 2.6 2.3 2.9
C -0.44325 -0.40008 -1.32113 -2.8 0.5 -1.4
O -0.31609 -0.79081 -2.63830 3.2 0.6 1.9
O -1.53336 -0.04642 -0.91365 1.1 -0.1 -0.2
C -0.44800 0.08542 1.56785 0.8 1.7 0.3
H 1.58340 -0.18562 -0.55617 0.3 -0.7 -2.3
H 0.69765 -0.81204 -2.50489 -1.7 -0.7 -2.1
H -0.16198 -0.04749 2.65105 -0.4 -0.4 -1.2
H -0.91788 -0.68741 0.92692 0.5 0.3 1.5
H -1.08392 1.00277 1.52609 -0.1 -0.8 0.3
```
Positions in Å, forces in eV/Å.

Calculated values
Relative energy (zero: lowest compared OMol25 entry of this formula, charge and spin), kJ/mol: 457.8
LUMO energy, eV: -0.76
HOMO, eV: -10.222
Max |F|, hartree/bohr: 0.115
Orbital gap, hartree: 0.348

Here are the natural (NBO) charges for atoms 1 to 2, given in e:
1. O -0.459
2. C 0.757


# 9
This record from the Open Molecules 2025 dataset describes a structure of composition C3H5NO3. The level of theory is ωB97M-V/def2-TZVPD.

```
12
Properties=species:S:1:pos:R:3:forces:R:3
C 0.35810 0.40317 0.11016 -1.8 0.3 -0.5
C 1.33259 -0.51933 -0.10037 1.3 1.6 1.0
C -2.04972 0.43304 0.28113 3.5 -3.4 -5.2
N 1.38946 1.43377 0.12097 0.1 -0.3 1.1
O 2.40152 0.45341 -0.16568 -0.7 -1.5 0.2
O 1.62336 -1.80897 -0.01074 -0.1 -1.4 -0.4
O -2.43516 -0.80617 -0.09371 -0.4 -0.7 1.4
H -2.09939 0.53964 1.27314 -0.4 1.0 3.4
H -2.14618 1.09689 -0.52880 0.0 1.6 0.0
H 1.59048 2.15831 -0.54682 -1.0 0.2 -0.7
H 2.30958 -2.14114 0.61027 -0.7 1.2 -0.3
H -2.27465 -1.24262 -0.94953 0.3 1.4 0.2
```
Positions in Å, forces in eV/Å.

Calculated values
Relative energy (zero: lowest compared OMol25 entry of this formula, charge and spin), kJ/mol: 856.3
LUMO energy, eV: 0.14
HOMO, eV: -7.687
Max |F|, hartree/bohr: 0.139
Orbital gap, hartree: 0.287

Here are the natural (NBO) charges for atoms 1 to 2, given in e:
1. C -0.177
2. C 0.400


# 10
This record from the Open Molecules 2025 dataset describes a cluster of 2 separate species, C3H5NO3 in total. The level of theory is ωB97M-V/def2-TZVPD.

```
12
Properties=species:S:1:pos:R:3:forces:R:3
C 2.35921 0.10756 0.71279 1.1 -0.9 1.0
C -1.04220 0.73664 0.40293 -0.2 -0.9 -1.5
C -1.21557 -0.32892 -0.40662 -3.3 1.6 1.3
N 2.64787 1.18919 0.25123 0.2 0.0 0.1
O 2.25907 -0.92467 1.23278 -0.5 -0.3 0.0
O -0.27718 -1.17430 -0.75646 0.2 -1.1 -1.9
O -2.53190 -0.67553 -0.84420 2.7 -1.2 -0.7
H -1.89015 1.32012 0.67385 -0.3 0.3 0.2
H -0.05211 1.12843 0.51484 0.2 0.0 0.5
H 1.87335 1.44126 -0.31003 -0.8 1.3 -1.2
H 0.28158 -1.34509 -0.01956 0.9 -0.3 1.0
H -2.41198 -1.47469 -1.45155 -0.3 1.5 1.3
```
Positions in Å, forces in eV/Å.

Calculated values
SMILES: C=C(O)O.N=C=O
Relative energy (zero: lowest compared OMol25 entry of this formula, charge and spin), kJ/mol: 217.4
LUMO energy, eV: 0.48
HOMO, eV: -9.055
Max |F|, hartree/bohr: 0.076
Orbital gap, hartree: 0.350

Here are the natural (NBO) charges for atoms 1 to 2, given in e:
1. C 0.852
2. C -0.625